Computed, not measured: C6H10O in the gas phase, with ωB97M-V/def2-TZVPD.

Positions of all 17 atoms, in Å:
C (0.4954, 2.0321, -0.0397)
C (0.1376, 0.5722, 0.0143)
C (-0.1956, -0.2682, -1.2312)
C (-0.3106, -1.2304, -0.0546)
O (-0.7123, -2.5315, -0.3155)
C (-1.0637, -0.1151, 0.7195)
C (0.9991, -0.6157, 0.5321)
H (-0.3072, 2.5899, -0.5363)
H (0.6558, 2.4670, 0.9515)
H (1.4088, 2.1739, -0.6301)
H (0.6149, -0.4454, -1.9464)
H (-1.1406, -0.0314, -1.7315)
H (-0.5635, -3.1159, 0.4345)
H (-1.0101, -0.1300, 1.8157)
H (-2.0728, 0.1093, 0.3626)
H (1.1132, -0.6417, 1.6246)
H (1.9515, -0.8192, 0.0307)

Its strongest force on any atom is 0.0076 hartree/bohr. As for the total energy: -8429.647 eV. The HOMO energy is -9.900 eV. The value obtained for the frontier orbital gap is 10.71 eV.

Here are the natural (NBO) charges for atoms 1 to 2, given in e: number 1, C, carries -0.61; number 2, C, carries -0.01